One molecule with the formula C7H17NO. Source: the OMol25 dataset; level of theory: wB97M-V/def2-TZVPD.

Summary:
Structure (SMILES): CC[C@@H](N)CC(C)(C)O
Energy relative to the best compared isomer or geometry (same formula, charge and spin) in kcal/mol: 13.7
LUMO in eV: 0.9
HOMO energy in eV: -8.97
Net charge: 0

Geometry (Å):
1 C -3.154 -0.664 0.353
2 C -1.646 -0.739 0.144
3 C -1.096 0.599 -0.365
4 N -1.280 1.614 0.658
5 C 0.346 0.519 -0.920
6 C 1.479 0.033 0.026
7 C 2.756 0.825 -0.278
8 C 1.753 -1.462 -0.178
9 O 1.191 0.283 1.394
10 H -3.387 0.157 1.024
11 H -3.661 -0.494 -0.594
12 H -3.526 -1.593 0.781
13 H -1.179 -1.001 1.095
14 H -1.414 -1.520 -0.585
15 H -1.726 0.901 -1.213
16 H -1.094 2.534 0.276
17 H -0.615 1.471 1.419
18 H 0.596 1.528 -1.255
19 H 0.345 -0.123 -1.804
20 H 3.583 0.435 0.314
21 H 2.613 1.873 -0.015
22 H 3.010 0.747 -1.330
23 H 0.848 -2.046 -0.020
24 H 2.109 -1.649 -1.188
25 H 2.511 -1.796 0.527
26 H 0.640 -0.432 1.733